# C45H128O19

19 unconnected molecules or ions with the total composition C45H128O19 (wB97M-V/def2-TZVPD, OMol25).

Summary:
Molecular weight: 973.50 g/mol
2S+1: 1
Total charge: 0
Relative energy (zero: lowest compared OMol25 entry of this formula, charge and spin): 54.5 kcal per mole

Last column: Mulliken charge in e.
Atoms and positions in Å:
O1 -1.316461 1.914535 2.088613  1.3285
O2 -1.932186 -6.603178 1.010874  -0.2526
O3 2.656492 -4.861022 -2.431896  -0.7284
O4 -5.537025 1.191110 1.071319  -0.7048
O5 -1.390886 -4.175374 3.479894  -0.5062
O6 -1.884578 1.611060 -4.158049  -0.5666
O7 5.752384 3.182851 4.709299  -0.5446
O8 0.164564 -8.323124 0.770684  -0.5792
O9 3.779250 -2.116094 -0.159799  -0.3610
O10 4.637938 -2.328841 5.174926  -0.5259
O11 -2.262772 4.623644 2.083306  0.2613
O12 3.779635 1.436298 -6.899661  -0.6123
O13 1.104863 5.192416 1.591217  0.0120
O14 -1.977768 -0.762364 -2.651683  -0.2254
O15 1.246593 -0.100828 -6.612824  -0.3758
O16 -6.141869 2.257524 3.770733  -0.5790
O17 -2.126365 4.306736 -2.926436  -0.4951
O18 -1.021156 0.638768 -0.407608  1.8050
O19 3.668392 4.858681 0.243308  -0.4606
C1 4.342020 2.917158 4.926568  -0.4121
C2 5.321964 -0.394097 -0.251091  -1.7362
C3 1.683743 -4.307393 -1.599569  0.5175
C4 0.124080 7.435933 1.515099  -1.0975
C5 -3.009695 -7.061114 -0.893043  -1.3149
C6 -2.063545 -2.088710 -3.100510  1.2881
C7 2.719155 -1.316130 -5.036188  -0.4128
C8 -0.450567 3.942321 -1.257846  1.2214
C9 3.071210 3.127300 -1.210991  0.5029
C10 0.106007 -1.359826 0.424846  0.4363
C11 -4.479967 0.749404 4.842374  -0.8678
C12 -3.133352 5.453888 2.728252  0.0329
C13 0.239146 2.202010 -4.662354  -0.6551
C14 3.696679 2.521852 3.647481  -0.1515
C15 -1.681489 2.523542 -6.238691  -1.7430
C16 -2.888678 -2.859305 -2.009656  -1.4481
C17 -3.974100 -0.491899 0.953329  -0.7244
C18 3.863986 2.675034 -4.831513  -0.1431
C19 -2.245325 -3.068701 3.795371  0.4509
C20 -3.632728 6.486851 1.715604  -1.3101
C21 2.096277 -1.211040 -6.481510  -0.7777
C22 3.739087 2.743688 -6.311338  -0.7214
C23 -0.204243 2.915957 4.095087  -1.3538
C24 -1.513893 -2.156859 4.762169  -0.9093
C25 -4.408729 1.028925 -0.932378  -1.3079
C26 1.736405 -9.809490 1.422194  -1.3455
C27 3.722440 -2.984964 4.370858  -0.2225
C28 -4.273423 0.923126 0.537691  2.3102
C29 -1.091660 1.596351 -5.213986  0.9143
C30 -4.434245 3.261804 5.307899  -0.7822
C31 3.826765 -0.691610 0.072805  0.6320
C32 4.816130 4.971056 -1.771588  -1.2185
C33 0.217762 0.029933 -0.274717  -0.5762
C34 1.334700 -8.387320 1.596346  0.4544
C35 -0.079861 1.971161 2.884891  -0.2534
C36 2.396721 -7.393587 0.934125  -1.2582
C37 3.467724 4.661683 -1.132460  0.5856
C38 -3.218224 -6.465990 0.469114  0.6111
C39 0.308995 -5.022649 -1.768207  -0.5754
C40 1.168041 6.500507 2.201789  -0.3336
C41 -5.355177 2.087068 4.967886  0.3871
C42 -4.190122 -7.185156 1.437992  -1.3233
C43 -2.610672 -2.274617 -4.511714  -1.5509
C44 4.117704 -2.832276 2.905175  -0.4228
C45 -1.707523 4.706960 -1.599390  -0.5083
H1 -0.363980 3.959742 3.824735  0.0230
H2 -3.566576 3.211825 4.650062  -0.3089
H3 -0.403614 2.881729 -1.504930  -0.6492
H4 2.630383 5.258179 -1.494591  0.3159
H5 -2.791628 5.948183 3.637652  0.2966
H6 0.356938 -8.459869 -0.159854  0.2489
H7 1.028301 -10.622640 1.581789  0.3315
H8 6.009057 -0.959719 0.378256  0.4014
H9 5.540551 0.668917 -0.149485  0.4130
H10 2.760369 2.693934 -2.161613  -0.1869
H11 -4.082891 1.983577 -1.345402  0.1206
H12 4.441581 -2.435423 -0.777012  0.2357
H13 -0.520169 -4.561048 -1.231987  0.0508
H14 2.187291 -6.376570 1.265686  0.2484
H15 -5.456455 0.918936 -1.212150  0.4465
H16 1.964548 -9.892277 0.359561  0.3069
H17 3.461656 -4.344438 -2.351523  0.3260
H18 2.833167 -2.371747 4.516629  0.2423
H19 -3.439526 -5.406276 0.342085  0.2073
H20 -3.911851 -6.841338 -1.463931  0.4183
H21 4.769869 4.493240 -2.750185  0.1630
H22 -2.441100 -2.458529 2.913625  -0.2755
H23 -1.764153 -0.196899 -3.397477  -0.3119
H24 1.926516 -1.069485 -4.329781  -0.1327
H25 3.516427 -4.010026 4.678929  0.3260
H26 0.013402 -5.119592 -2.812866  0.3602
H27 3.153809 2.019571 -4.327404  -0.1892
H28 2.764936 4.988996 0.540589  0.0400
H29 -3.844126 -0.508216 2.035432  0.0570
H30 2.898443 -0.983263 -7.183468  0.3100
H31 -1.106548 1.389683 1.312682  -0.7966
H32 -5.075263 -0.163589 4.829183  0.3407
H33 0.216754 4.861801 1.437754  -0.2990
H34 5.875718 3.623733 3.865490  0.3053
H35 -0.825387 7.406223 2.049627  0.1691
H36 3.287052 -3.042591 2.231469  0.0803
H37 0.381662 8.489569 1.407318  0.4429
H38 0.276651 -6.033156 -1.360864  -0.0252
H39 2.850101 3.304045 -6.600805  0.2410
H40 -2.103054 3.763728 2.479071  -0.4989
H41 4.622718 3.247334 -6.703306  0.4106
H42 4.292238 -1.804162 2.587969  -0.0587
H43 3.568440 -0.639921 -4.938443  0.3123
H44 -1.542514 3.592704 -6.078504  0.2977
H45 4.960068 -3.467880 2.632167  0.2715
H46 0.634544 2.872069 4.789789  0.4837
H47 -0.284902 -2.117130 -0.254699  -0.5787
H48 1.055639 -8.122962 2.616326  0.3914
H49 2.334424 -7.291696 -0.149321  0.2704
H50 0.575954 -0.201367 -1.277858  0.4584
H51 -2.023159 -1.235816 5.045763  0.0601
H52 -1.329706 2.316520 -7.249382  0.4049
H53 -1.345097 0.382048 -1.274065  -0.9361
H54 2.158527 3.063718 -0.618493  -0.5099
H55 4.112362 2.192469 5.707710  0.3604
H56 -0.513036 -1.881337 4.429784  0.1610
H57 3.209681 -0.124970 -0.624502  -0.2150
H58 -3.968077 -2.708455 -1.993951  0.4665
H59 2.944751 0.970743 -6.811245  0.3257
H60 -4.534328 -6.554976 2.258046  0.3349
H61 0.123162 3.259407 -4.424527  0.4717
H62 -6.113011 2.031038 5.749319  0.3245
H63 -1.090193 2.587166 4.638300  0.2258
H64 -0.528358 -1.184139 1.293653  -0.3490
H65 0.863584 6.398092 3.243379  0.3240
H66 1.120609 -1.667632 0.677731  0.1945
H67 -3.251967 -1.426439 -4.751359  0.3261
H68 -0.869182 0.582408 -5.546428  0.2358
H69 0.584033 1.812956 -3.704344  -0.0912
H70 -0.086656 7.253848 0.461280  0.2228
H71 1.554419 -2.153897 -6.555697  0.4939
H72 -0.201301 3.958496 -0.196847  -0.5738
H73 4.888195 2.500027 -4.502182  0.4427
H74 -3.859038 0.865014 3.954016  -0.1440
H75 5.681138 4.574651 -1.239858  0.3101
H76 1.069300 2.072739 -5.356788  0.2311
H77 -1.916606 2.510993 -3.825332  0.0902
H78 -1.740142 -2.250203 -5.167214  0.3285
H79 -3.698237 0.691053 5.599726  0.4615
H80 2.979756 -2.368593 -4.924366  0.3950
H81 -4.833318 4.254875 5.101386  0.3900
H82 3.529600 3.603178 -4.368006  0.1608
H83 -2.800591 -3.937114 -2.146260  0.5187
H84 3.832523 3.360986 2.965201  0.1527
H85 0.821346 0.819017 0.173759  -0.1420
H86 -1.019018 -2.399763 -3.118393  -0.1438
H87 3.461585 -7.525609 1.125766  0.4899
H88 -5.947292 0.331524 1.191344  0.4225
H89 2.163602 6.857066 1.937553  0.3704
H90 0.209757 0.984860 3.247432  0.5645
H91 -5.084329 -7.467051 0.882090  0.3774
H92 -3.221209 -3.406721 4.143920  0.4322
H93 -4.341807 7.169704 2.183596  0.4202
H94 -2.455193 -2.678463 -1.026047  -0.0452
H95 3.809190 3.809309 5.255584  0.2911
H96 -5.697354 1.905199 2.996216  0.3967
H97 -2.980154 -0.809734 0.638438  -0.3560
H98 0.370743 4.341217 -1.853194  0.2866
H99 1.705971 -3.227090 -1.742943  0.1740
H100 4.869850 -1.546842 4.668669  0.3134
H101 -1.253402 -2.726894 5.653969  0.4038
H102 -2.221520 -6.678387 -1.541441  0.1481
H103 -3.535051 1.674521 0.817533  -1.0287
H104 2.615611 2.494465 3.784017  -0.2889
H105 -3.136385 -3.223448 -4.618690  0.4130
H106 -4.007328 3.198168 6.308791  0.4277
H107 -1.625304 -7.505084 1.129152  0.2167
H108 -3.067579 4.493843 -2.953144  0.2733
H109 5.686918 -0.463371 -1.275847  0.4692
H110 2.609474 -10.141144 1.984226  0.3572
H111 -1.651492 5.789908 -1.488981  0.2052
H112 -3.795694 0.281345 -1.435767  -0.1373
H113 0.630985 -0.288130 -7.325242  0.2338
H114 2.026047 -4.514642 -0.585678  -0.0494
H115 0.837075 2.183957 2.335294  0.1577
H116 4.191368 1.657441 3.204583  0.2953
H117 -3.685844 -8.021039 1.922858  0.2493
H118 -3.958201 4.827674 3.068211  0.1805
H119 -1.890487 -4.842364 3.003318  0.1917
H120 -4.034241 6.041959 0.805134  0.2428
H121 -2.744993 -8.108609 -0.748890  0.4308
H122 -2.563578 4.451787 -0.974767  0.2126
H123 3.756448 2.464578 -0.682450  0.1754
H124 -2.757322 2.369874 -6.322764  0.4207
H125 -4.802327 -1.150763 0.692491  0.7047
H126 3.494094 -0.565528 1.103108  0.1533
H127 4.856986 6.047183 -1.940029  0.4019
H128 -2.923619 7.257739 1.413929  0.2629

Force components x, y, z for each atom (eV/Å):
1.7 0.6 1.7
1.2 2.1 1.7
0.5 -0.9 -1.3
-1.1 1.2 1.5
-0.2 0.5 0.4
-3.4 -1.4 3.4
-0.7 -0.7 1.2
-1.4 0.9 0.8
-1.7 -0.5 0.3
1.7 -0.1 1.1
2.2 -0.4 -1.3
0.5 0.3 -0.3
1.0 -0.1 0.0
-0.4 0.8 -0.1
-0.9 0.5 0.4
0.3 0.4 1.0
0.2 0.4 -0.1
-1.2 0.6 0.0
-0.5 0.9 0.5
0.2 0.8 -0.3
-0.1 1.9 0.9
-0.9 -0.5 1.2
-0.2 0.4 0.1
-1.6 -0.3 -1.0
-0.6 -1.4 1.3
-0.8 0.4 -1.5
0.7 0.1 -0.1
-0.9 0.8 0.1
0.7 1.7 -0.1
-0.4 1.7 0.3
-2.0 0.5 0.0
0.9 0.0 -0.8
-0.1 0.6 -0.7
-0.4 -0.3 -2.0
1.0 -0.4 -0.5
1.6 0.3 1.2
-0.4 0.6 1.4
0.5 0.5 -0.6
-0.1 0.8 0.5
1.3 -0.2 1.7
0.2 -0.8 -0.5
-0.9 -0.4 -0.5
0.7 -0.7 0.8
0.3 0.0 -2.0
1.5 -1.5 -0.1
-1.2 1.3 -1.3
0.1 -0.6 -0.6
3.8 2.0 -0.9
0.6 -0.1 -0.9
2.6 -1.5 -1.8
-1.3 0.0 -1.3
0.3 -1.4 -0.6
0.7 0.3 -2.3
0.2 -0.1 0.4
-0.5 0.4 1.0
1.5 -2.8 0.3
1.4 -1.0 0.4
0.4 0.2 -0.3
-1.8 0.0 -2.1
0.3 -1.1 -0.4
-0.4 0.6 -0.9
0.4 0.6 0.3
-0.7 -0.7 -0.5
-1.1 -1.2 0.1
0.1 0.0 -0.2
0.3 -0.1 -0.2
-0.9 -0.1 -0.1
0.2 0.2 -0.3
0.7 0.1 0.1
0.4 0.0 0.1
-0.7 0.6 0.4
-0.2 0.0 0.1
0.0 0.3 0.8
0.4 0.2 -0.4
0.0 0.2 0.1
0.1 0.6 0.0
0.2 0.5 0.0
-0.2 0.1 0.2
0.0 -0.2 -0.1
0.4 -0.2 -0.1
0.0 0.0 0.0
-0.9 -0.6 -0.3
0.0 0.1 0.4
-0.3 -0.9 -0.4
0.4 0.1 -0.2
-0.1 -0.1 -0.5
-0.1 0.7 -0.2
0.1 0.0 0.2
0.4 0.1 0.1
0.1 0.2 -0.2
0.2 -0.7 -0.4
-0.3 0.0 1.1
-0.4 0.0 0.3
0.2 -1.3 -0.3
-0.3 -0.1 -0.6
0.0 0.1 -0.1
-0.5 0.4 0.3
-0.3 0.0 -0.1
0.0 -0.1 -0.1
-0.1 -0.7 0.1
0.5 0.1 0.8
0.6 -0.1 0.1
-0.1 -0.1 -0.2
-0.3 -0.3 0.2
-0.2 0.1 -0.2
0.6 0.2 0.6
0.0 -0.2 0.2
0.3 -0.1 0.5
0.1 0.1 0.0
0.1 -0.2 -0.3
-0.3 0.2 0.1
0.0 0.2 -0.2
-0.4 -0.7 -0.2
0.6 0.3 -0.2
-0.3 -0.2 -0.1
0.3 0.1 -0.1
-0.8 -0.2 -0.2
-0.2 0.0 0.2
1.0 -0.3 0.1
-0.1 0.1 -0.7
-0.4 -0.1 0.1
0.1 0.7 -0.2
-0.5 0.4 0.2
0.2 0.3 -0.1
-0.3 0.2 -0.4
0.1 -0.4 0.1
-0.1 0.1 0.2
0.1 -0.6 0.2
0.8 0.3 0.2
-0.1 -0.2 0.4
-0.3 -0.2 -0.1
-0.4 0.0 -0.2
-0.3 -0.8 0.0
0.2 -1.0 0.0
0.1 0.0 -0.9
-0.1 0.4 -0.1
-0.1 -0.3 0.0
-0.3 -0.2 -0.5
-0.3 0.1 0.3
0.0 0.2 -0.1
-0.2 0.4 0.6
-0.2 -0.1 -0.4
-0.4 0.0 0.6
0.3 0.2 0.3
-0.5 -0.2 0.4
0.4 0.6 -0.2
0.3 -0.2 -0.3
0.1 0.0 -0.4
0.7 -0.6 0.4
0.0 -0.9 0.3
-0.1 -0.6 0.4
-0.4 0.1 0.1
0.1 -0.1 0.8
-0.7 -0.4 0.3
-0.1 -0.4 0.2
0.0 0.0 0.4
-0.7 -0.5 0.1
-0.2 0.3 0.1
0.3 0.4 0.2
0.3 -0.1 -0.4
-0.3 -0.3 -0.7
0.2 0.3 0.2
-0.7 0.1 0.1
0.3 0.2 0.3
-0.4 0.0 0.4
0.3 0.7 0.7
-0.1 -0.2 0.9
0.0 -0.7 -0.1
0.0 0.1 -0.1
-0.4 0.0 0.2
-0.1 -0.3 -0.3
-0.1 0.0 -0.3
-0.9 -0.9 -0.4
0.3 0.3 0.0
0.6 0.1 -0.4
-0.1 -0.1 -0.2
0.0 0.2 -0.1
-0.3 0.4 0.5
-0.3 0.8 -0.8
-0.5 -0.3 0.0
-0.1 -0.3 -0.4
-0.5 0.3 0.0
0.0 -0.1 -0.3
-0.2 -0.1 0.2
-0.6 -0.3 -0.4
0.3 -0.3 0.6
0.5 0.3 -0.3
-0.1 -0.2 0.2
0.3 -0.2 -0.4
0.3 0.4 -0.1
0.5 0.0 0.2
0.8 -0.5 -0.1